Run A
ORCA calculation (ωB97M-V with the def2-TZVPD basis set) on the ion C4H7N2O2S with charge +1.

Geometry as XYZ:
```
16
Properties=species:S:1:pos:R:3
C 0.48370 -1.17492 -0.44021
C -0.54553 -0.35351 -0.89388
C 1.20399 -0.84819 0.73730
C -0.80565 0.83290 -0.22169
N 2.22803 -1.60254 0.99466
N -1.71870 1.66765 -0.68505
O 0.80480 -2.24970 -1.14058
O -1.26829 -0.63609 -2.00094
S 3.26454 -1.55140 2.20412
H 0.91371 -0.04949 1.40575
H -0.29435 1.12740 0.67393
H 1.57034 -2.69389 -0.73102
H -2.20333 1.43128 -1.54241
H -0.99251 -1.49056 -2.36232
H -1.92164 2.54740 -0.23645
H 2.78947 -0.51671 2.96755
```

## Properties
Net charge: +1
Frontier orbital gap: 7.195 eV

Run B
ORCA calculation (ωB97M-V with the def2-TZVPD basis set) on the ion C4H7N2O2S with charge +1.

Geometry as XYZ:
```
16
Properties=species:S:1:pos:R:3
C 0.59205 -0.89867 0.34209
C 1.81898 -0.95422 -0.00080
C -1.26081 0.84683 0.14495
C -1.68771 -0.16793 -0.98906
N 3.00531 -0.27188 -0.07310
N -0.17219 0.19589 1.01072
O 3.31220 0.33743 -1.08662
O 3.63062 -0.36353 0.94021
S -1.06147 2.46963 -0.36885
H -0.19908 -1.56620 -0.00193
H -2.17788 0.88679 0.85344
H -0.89381 -0.25359 -1.86332
H -2.49535 0.23769 -1.50735
H -2.05581 -1.08506 -0.56987
H -0.81021 -0.31893 1.73263
H 0.45517 0.90573 1.43689
```

## Properties
Net charge: +1
Frontier orbital gap (spin up / spin down): 7.407 / 7.693 eV

Run C
ORCA calculation (ωB97M-V with the def2-TZVPD basis set) on the ion C4H7N2O2S with charge +1.

Geometry as XYZ:
```
16
Properties=species:S:1:pos:R:3
C -0.56164 1.48181 -0.92499
C -0.30526 -0.52336 0.20909
C 0.61460 2.32740 -0.38272
C -0.53509 -2.76707 1.17901
N -1.03148 0.40442 -0.57961
N -1.03616 -1.56978 0.57182
O 2.72298 1.96038 -1.74161
O 0.90301 -0.35627 0.35753
S 2.31877 1.81473 -0.43230
H -0.98225 2.06941 -1.76357
H 0.64287 3.28176 -0.95381
H 0.41258 2.63822 0.60466
H -1.41502 -3.35501 1.40411
H 0.12997 -2.52685 1.97902
H 0.01356 -3.22998 0.38945
H -1.89144 -1.64982 0.08393
```

## Properties
Net charge: +1
Frontier orbital gap: 6.686 eV

It is run A that is most stable; the runner-up trails by 205.2 kJ/mol.

Run A
ORCA calculation (ωB97M-V with the def2-TZVPD basis set) on a cluster of 2 separate species, C2H6NO3 in total.

Geometry as XYZ:
```
12
Properties=species:S:1:pos:R:3
O -1.18978 2.00115 -0.08859
C -0.48301 0.97789 -0.06748
O 0.21639 0.54210 -1.06747
C -0.56552 -0.00384 1.23251
N 0.38578 -0.98016 1.68730
H -1.37523 -0.47800 0.62775
H -0.85778 0.55284 2.04793
H 0.68336 -1.60797 0.88773
H 1.18705 -0.61099 2.29075
H 0.83904 -1.72426 -2.35877
H 1.08882 -0.78884 -1.30078
O 1.22657 -1.83400 -1.46842
```

## Properties
Net charge: -1
Frontier orbital gap: 8.173 eV

Run B
ORCA calculation (ωB97M-V with the def2-TZVPD basis set) on a cluster of 2 separate species, C2H6NO3 in total.

Geometry as XYZ:
```
12
Properties=species:S:1:pos:R:3
C 0.01525 1.63557 0.83717
N -0.17790 1.00193 -0.43784
C -0.89017 -0.23035 -0.42764
O -0.85934 -0.84809 -1.54691
O -1.36279 -0.69168 0.61678
H 0.73599 1.10928 1.54007
H -0.93660 1.49144 1.34821
H 0.33790 2.70297 0.82637
H 0.47059 1.03320 -1.19301
H 0.30789 -2.38887 -1.07987
H 1.20807 -2.15358 0.18406
O 1.15111 -2.66182 -0.66740
```

## Properties
Net charge: -1
Frontier orbital gap: 8.264 eV

It is run B that is most stable; the runner-up trails by 93.1 kJ/mol.

Run A
ORCA calculation (ωB97M-V with the def2-TZVPD basis set) on a cluster of 2 separate species, C2H6NO3 in total.

Geometry as XYZ:
```
12
Properties=species:S:1:pos:R:3
O 1.49088 0.98967 -0.64467
C 1.02908 0.16697 0.23172
N -0.28029 -0.06761 0.54311
C -0.85258 -0.71432 1.84426
O 0.11621 -1.30742 2.53583
H 1.72304 -0.63177 0.63413
H -1.05748 0.31449 -0.00344
H -1.67457 -1.36106 1.41843
H -1.50403 0.02490 2.43972
H 0.11793 0.18851 -2.66860
H 0.68631 1.55058 -2.93732
O 0.20549 0.84707 -3.39318
```

## Properties
Net charge: -1
Frontier orbital gap: 7.339 eV

Run B
ORCA calculation (ωB97M-V with the def2-TZVPD basis set) on a cluster of 2 separate species, C2H6NO3 in total.

Geometry as XYZ:
```
12
Properties=species:S:1:pos:R:3
C 0.66911 -1.18243 0.80285
C -1.38417 0.16907 -0.08527
N -0.53576 -0.93903 -0.07447
O 1.22017 2.11547 -1.02590
O -2.37899 0.04266 -0.79721
O -0.86914 1.14606 0.48903
H 0.63277 -0.52451 1.65837
H 0.71063 -2.29738 1.31511
H 1.63016 -0.97990 0.37920
H -0.78526 -1.68534 -0.65185
H 0.61389 1.88042 -0.30285
H 0.47660 2.25490 -1.70701
```

## Properties
Net charge: -1
Frontier orbital gap: 8.451 eV

It is run B that is most stable; the runner-up trails by 142.6 kJ/mol.

Run A
ORCA calculation (ωB97M-V with the def2-TZVPD basis set) on a cluster of 2 separate species, C3H9NO2S in total.

Geometry as XYZ:
```
16
Properties=species:S:1:pos:R:3
O 0.78504 -2.49583 -0.56297
C -0.18226 -1.76187 -0.72749
C -0.87019 -0.94875 0.32007
C 0.05073 -0.93087 1.61025
S 1.86239 -1.17137 1.76487
N -2.17234 -1.58631 0.58741
H -0.57873 -1.89936 -1.79541
H -1.06107 0.06316 0.00363
H -0.28914 0.13965 2.04450
H -0.37477 -1.71257 2.20530
H 2.10552 -2.49492 2.11213
H -2.76783 -1.50866 -0.30679
H -2.69479 -0.92696 1.27472
H 2.50069 6.14926 -3.35235
H 1.74608 5.62214 -2.13219
O 1.94066 5.46323 -3.04568
```

## Properties
SMILES: N[C@H](C=O)CS.O
Net charge: 0
Frontier orbital gap: 9.074 eV

Run B
ORCA calculation (ωB97M-V with the def2-TZVPD basis set) on a cluster of 2 separate species, C3H9NO2S in total.

Geometry as XYZ:
```
16
Properties=species:S:1:pos:R:3
C 1.71415 -0.51434 0.35362
C -0.48697 2.17688 0.19168
C 0.39012 -1.02490 0.84231
N -1.59613 1.31551 -1.90770
O -0.66955 -0.59928 0.15716
O -0.46509 1.95747 -0.96136
S 0.67307 -2.94706 0.98914
H 1.96843 -0.83519 -0.63754
H 2.64623 -1.04557 0.86409
H 1.85591 0.63158 0.46999
H -1.38315 2.30458 0.84309
H 0.32656 -0.76867 1.85522
H -1.86254 1.87535 -2.70600
H -2.41748 1.21076 -1.24245
H -0.36905 -0.34436 -0.71123
H -0.32451 -3.39275 1.59998
```

## Properties
Net charge: 0
Frontier orbital gap: 8.920 eV

It is run A that is most stable; the runner-up trails by 404.9 kJ/mol.